Computed, not measured: a single C20H26N2O6S molecule, with wB97M-V/def2-TZVPD.

Positions of all 55 atoms, in Å:
C -2.72052 -2.37372 1.68408
H -2.41462 -3.37586 1.37010
H -2.34031 -2.16975 2.68894
O -2.29744 -1.39240 0.76304
C -0.98208 -1.23510 0.51054
C 0.03088 -1.99257 1.10078
C 1.35024 -1.79333 0.73830
C 1.67377 -0.85741 -0.22458
C 0.68857 -0.10193 -0.82708
C -0.63620 -0.26526 -0.45097
C -1.68969 0.56585 -1.10355
O -1.74605 0.78278 -2.28602
O -2.54003 1.05244 -0.19979
C -3.71751 1.71805 -0.67072
C -4.90917 0.94540 -0.22507
C -5.82851 1.25801 0.74194
O -6.70428 0.24869 0.85349
N -6.37105 -0.73873 -0.01716
C -5.30830 -0.35108 -0.66870
C -4.65375 -1.19154 -1.69718
H -5.28540 -2.04282 -1.93240
H -3.69539 -1.54666 -1.32014
H -4.46371 -0.61055 -2.59780
C -6.00808 2.45053 1.60603
H -5.06836 2.71076 2.08822
H -6.75799 2.23581 2.36222
H -6.33967 3.30231 1.01343
H -3.66892 1.78153 -1.76401
H -3.72270 2.72284 -0.24039
H 0.95338 0.61289 -1.59064
S 3.39961 -0.65284 -0.66044
O 3.48476 0.31412 -1.71999
O 3.97706 -1.94750 -0.86803
N 3.98729 -0.06240 0.78276
C 3.57270 1.28589 1.09686
H 2.84848 1.55931 0.32637
C 4.68925 2.33344 1.13448
H 4.20821 3.31364 1.13032
C 5.65918 2.22361 -0.04335
H 5.11774 1.89054 -0.93024
C 6.81777 1.26820 0.24160
C 6.41307 -0.20304 0.23182
H 6.08006 -0.48587 -0.76820
C 5.28257 -0.55127 1.20347
H 5.48569 -0.16773 2.20591
H 5.19189 -1.63919 1.25320
H 7.28342 -0.81375 0.48262
H 7.58984 1.41297 -0.51725
H 7.25940 1.51879 1.21087
H 6.07289 3.21280 -0.25173
H 5.24487 2.24828 2.07113
H 3.05164 1.27517 2.06479
H 2.14166 -2.37412 1.18398
H -0.20628 -2.73977 1.84085
H -3.80792 -2.31360 1.68878

The calculation puts the LUMO energy at 0.43 eV. The energy comes out at -47260.93992 eV. As for the energy above the lowest of the compared OMol25 structures with the same formula, charge and spin: 14.6 kcal/mol. Its SMILES is COc1ccc(S(=O)(=O)N2CCCCCC2)cc1C(=O)OCc1c(C)noc1C.

---

Computed, not measured: a single C6H9N2OPS molecule, with wB97M-V/def2-TZVPD.

Positions of all 20 atoms, in Å:
C 1.44588 -0.72693 1.64165
C 0.92946 -0.11612 0.56763
C 1.82229 -1.98358 -0.54797
C -1.05335 -0.95417 -1.71580
C -0.64093 1.51628 1.50989
C 0.37383 1.30245 0.36135
N 1.14298 -0.85801 -0.61407
N -2.10572 -0.36422 -2.07836
O -0.24827 1.33985 -0.91309
P 0.56390 -0.41314 -2.28801
S 2.20035 -2.24263 1.17341
H 1.34290 -0.75450 2.72914
H -0.00772 1.83406 2.44081
H -1.22317 0.54797 1.80860
H -1.45629 2.27445 1.35703
H 1.17204 1.98231 0.45659
H -2.98982 -0.72546 -1.70861
H -1.05439 1.79055 -0.81019
H -1.03774 -1.75819 -0.80796
H 0.82375 -1.69096 -2.56204

The calculation puts the LUMO energy at 0.57 eV. The energy comes out at -31515.38551 eV. As for the energy above the lowest of the compared OMol25 structures with the same formula, charge and spin: 53.5 kcal/mol.

---

Computed, not measured: 3 unconnected molecules or ions with the total composition C4H12NO2, with wB97M-V/def2-TZVPD.

Positions of all 19 atoms, in Å:
C 0.43543 -1.83565 1.84116
C -0.24919 -0.59171 1.31544
C -0.92677 -0.81315 0.07090
C 0.39911 0.18520 -0.07409
O 0.16464 1.33874 -0.26608
N 0.67071 0.40571 -3.56727
H 0.52279 -1.77274 2.92045
H -0.11358 -2.69529 1.47877
H 1.46218 -1.90999 1.46296
H -0.70174 0.09753 2.01663
H -1.92958 -0.48868 -0.13776
H -0.64070 -1.70530 -0.45719
H 1.19694 -0.40528 -0.51569
H 0.12480 0.45249 -4.40957
H 1.64356 0.47604 -3.81480
H 0.48102 1.01712 -2.79720
H -0.70739 2.36398 0.92595
H -0.87100 3.39117 2.16414
O -0.96122 2.48980 1.84323

The calculation puts the LUMO energy at -7.98 eV. Its net charge is +1. The energy comes out at -9916.73867 eV. As for the energy above the lowest of the compared OMol25 structures with the same formula, charge and spin: 126.6 kcal/mol.

---

Computed, not measured: a molecular structure, C4H9NO, with wB97M-V/def2-TZVPD.

Positions of all 15 atoms, in Å:
C -2.02597 0.29213 -0.32389
N -0.35976 0.98910 0.27342
C -0.47489 -0.62360 -0.29309
C 0.41865 -0.06588 0.75877
C 1.90978 -0.02522 0.42510
O 2.16293 0.26888 -0.92518
H -2.39436 -0.29501 -1.17333
H -2.54405 -0.01663 0.58624
H -2.24017 1.33543 -0.53679
H -1.02780 -1.48894 0.07373
H -0.01127 -0.74133 -1.26737
H 0.22687 -0.44218 1.77820
H 2.35532 -1.00178 0.64030
H 2.38965 0.71110 1.09051
H 1.60603 1.03581 -1.13108

The calculation puts the LUMO energy at 0.75 eV. The energy comes out at -7826.18119 eV. As for the energy above the lowest of the compared OMol25 structures with the same formula, charge and spin: 141.6 kcal/mol.

---

Computed, not measured: a single C6H10O molecule, with wB97M-V/def2-TZVPD.

Positions of all 17 atoms, in Å:
C 1.75515 -0.40520 0.15109
C 0.70736 0.67780 0.57113
C 0.30402 1.63235 -0.47537
C -0.94142 1.06491 0.12179
C -1.63012 -0.17717 -0.21358
C -1.04531 -1.28333 0.27254
O -1.18083 -2.53834 -0.21072
H 1.62867 -0.78891 -0.86897
H 2.75737 0.07005 0.15906
H 1.84552 -1.27984 0.80954
H 0.90709 1.02140 1.57813
H 0.55997 1.37906 -1.49695
H 0.45175 2.67305 -0.21377
H -1.61024 1.86793 0.50113
H -2.59730 -0.22772 -0.72007
H -0.40905 -1.24257 1.15071
H -1.50264 -2.44348 -1.11570

The calculation puts the LUMO energy at 0.96 eV. The energy comes out at -8428.25544 eV. As for the energy above the lowest of the compared OMol25 structures with the same formula, charge and spin: 68.8 kcal/mol. Its SMILES is C[C@H]1C[C@H]1/C=C/O.

---

Computed, not measured: a molecular structure, C5H10N4O, with wB97M-V/def2-TZVPD.

Positions of all 20 atoms, in Å:
C -0.18309 -1.08892 -0.23908
C -2.33028 -0.46839 -0.13496
C 0.17948 0.35413 -0.10834
C 0.73980 0.79481 1.26790
C 1.07287 0.77068 -1.19820
N -1.48717 -1.40403 -0.23695
N -1.05121 1.04278 -0.15632
N -3.55160 -0.19998 -0.09212
N 0.69085 -2.07405 -0.22724
O -1.32828 2.19692 -0.16530
H -0.10549 0.88805 1.97500
H 1.20318 1.84759 1.17499
H 1.69374 0.38068 1.65039
H 1.40063 1.86004 -1.38106
H 0.53817 0.72355 -2.17566
H 2.00118 0.14135 -1.01614
H -4.32844 -0.92310 -0.03036
H -3.96610 0.76420 -0.11524
H 1.59219 -2.19204 -0.57077
H 0.10029 -2.93750 -0.08997

The calculation puts the LUMO energy at -10.70 eV. Its net charge is +2. The energy comes out at -13332.66728 eV. As for the energy above the lowest of the compared OMol25 structures with the same formula, charge and spin: 129.6 kcal/mol.

---

Repeat the third record exactly.
Computed, not measured: 3 unconnected molecules or ions with the total composition C4H12NO2, with wB97M-V/def2-TZVPD.

Positions of all 19 atoms, in Å:
C 0.43543 -1.83565 1.84116
C -0.24919 -0.59171 1.31544
C -0.92677 -0.81315 0.07090
C 0.39911 0.18520 -0.07409
O 0.16464 1.33874 -0.26608
N 0.67071 0.40571 -3.56727
H 0.52279 -1.77274 2.92045
H -0.11358 -2.69529 1.47877
H 1.46218 -1.90999 1.46296
H -0.70174 0.09753 2.01663
H -1.92958 -0.48868 -0.13776
H -0.64070 -1.70530 -0.45719
H 1.19694 -0.40528 -0.51569
H 0.12480 0.45249 -4.40957
H 1.64356 0.47604 -3.81480
H 0.48102 1.01712 -2.79720
H -0.70739 2.36398 0.92595
H -0.87100 3.39117 2.16414
O -0.96122 2.48980 1.84323

The calculation puts the LUMO energy at -7.98 eV. Its net charge is +1. The energy comes out at -9916.73867 eV. As for the energy above the lowest of the compared OMol25 structures with the same formula, charge and spin: 126.6 kcal/mol.

---

Q: Which value of energy does entry 2 give?
A: -31515.38551 eV